ORCA calculation (the ωB97M-V functional and the def2-TZVPD basis) on a molecular structure, C33H35FN5O6S2Sr at a distorted geometry.

Summary:
HOMO (eV): -4.52
ΔE to the lowest compared entry with this formula, charge and spin (kcal/mol): 0.0
Orbital gap (eV): 6.871

The geometry in ORCA input format:
```
! RIJCOSX wB97M-V def2-TZVPD def2/J DEFGRID3
* xyz -1 1
Sr -0.41 -0.24 0.30
O 1.23 -1.71 -5.96
C 0.85 -1.42 -4.69
C 0.13 -2.32 -3.92
C -0.23 -1.95 -2.63
N 0.10 -0.75 -2.15
C 0.82 0.10 -2.87
C 1.22 -0.19 -4.16
C 1.23 1.38 -2.17
O 2.03 2.11 -2.77
O 0.74 1.58 -1.01
C -0.95 -2.92 -1.69
O -1.07 -4.07 -2.12
O -1.32 -2.44 -0.58
H 0.91 -2.59 -6.19
H -0.14 -3.31 -4.27
H 1.82 0.51 -4.72
C -5.11 -1.79 -0.84
C -5.07 -0.72 0.26
C -6.35 -0.75 1.10
C -4.82 0.65 -0.33
C -5.74 1.20 -1.22
C -5.53 2.45 -1.78
C -4.37 3.15 -1.48
C -3.42 2.63 -0.61
C -2.16 3.42 -0.33
C -2.43 4.56 0.65
C -1.51 3.94 -1.62
C -3.66 1.38 0.00
N -2.74 0.83 0.91
C -3.06 0.91 2.22
C -4.06 1.73 2.81
C -4.26 1.75 4.18
C -3.52 0.95 5.05
C -2.57 0.09 4.51
C -2.33 0.15 3.16
F -1.58 -0.88 2.60
H -5.25 -2.78 -0.40
H -4.17 -1.80 -1.39
H -5.93 -1.61 -1.54
H -4.23 -0.96 0.91
H -7.23 -0.53 0.49
H -6.29 -0.02 1.91
H -6.48 -1.74 1.55
H -6.64 0.64 -1.47
H -6.26 2.87 -2.47
H -4.20 4.11 -1.95
H -1.46 2.73 0.15
H -3.20 5.23 0.25
H -1.52 5.15 0.81
H -2.77 4.18 1.61
H -2.11 4.73 -2.07
H -1.39 3.13 -2.34
H -0.52 4.35 -1.40
H -4.68 2.33 2.16
H -5.03 2.40 4.58
H -3.69 0.97 6.12
H -2.00 -0.61 5.12
S 4.00 0.93 0.80
C 3.42 2.51 0.79
N 3.19 3.15 1.97
C 2.43 4.38 2.12
C 1.56 4.57 0.89
C 2.45 4.46 -0.34
N 3.16 3.19 -0.33
H 3.37 2.58 2.78
H 3.10 5.24 2.24
H 1.82 4.30 3.01
H 1.08 5.55 0.92
H 0.79 3.80 0.84
H 3.16 5.29 -0.37
H 1.86 4.47 -1.26
H 3.07 2.65 -1.18
O -0.16 2.74 3.29
C -0.25 1.79 2.69
S 2.93 -3.77 -0.50
C 1.90 -4.34 0.75
C 1.28 -3.29 1.35
N 1.62 -2.05 0.85
C 2.47 -2.16 -0.13
H 1.78 -5.39 0.96
H 0.56 -3.36 2.14
H 2.86 -1.31 -0.68
*
```

These are the Löwdin partial charges, in e, on atoms 1 to 4:
1 Sr 1.430
2 O 0.065
3 C -0.285
4 C 0.058